5 unconnected molecules or ions with the total composition C25H45N2O10 at a distorted geometry, computed with ωB97M-V with the def2-TZVPD basis set.

```
! wB97M-V def2-TZVPD RIJCOSX def2/J DEFGRID3
* xyz 1 1
C 0.21 -1.05 -1.45
C 1.53 -1.15 -1.29
C 2.15 -0.85 0.07
C 1.97 -2.10 0.87
N 2.32 -3.31 0.41
C 1.95 -4.25 1.35
C 1.40 -3.59 2.39
N 1.43 -2.23 2.08
C 0.92 -1.19 2.96
C 2.00 -0.20 3.39
C 1.41 1.02 4.05
O 1.74 2.12 3.77
O 0.49 0.76 5.04
H -0.38 -0.36 -0.88
H -0.28 -1.70 -2.16
H 2.20 -1.46 -2.08
H 3.21 -0.61 0.01
H 1.60 -0.06 0.57
H 2.73 -3.50 -0.49
H 2.08 -5.31 1.23
H 0.98 -3.97 3.29
H 0.60 -1.71 3.86
H 0.04 -0.74 2.52
H 2.61 0.16 2.58
H 2.66 -0.71 4.09
H -0.36 0.55 4.62
O 0.42 0.95 -4.06
C 0.03 1.91 -3.45
O -1.19 1.85 -2.89
C -1.70 2.89 -2.03
C -2.40 3.97 -2.82
C 0.84 3.18 -3.34
H -0.92 3.29 -1.39
H -2.41 2.39 -1.37
H -1.72 4.48 -3.50
H -2.83 4.71 -2.15
H -3.20 3.53 -3.43
H 0.65 3.79 -4.22
H 1.90 2.90 -3.34
H 0.65 3.76 -2.45
O -0.58 5.86 1.06
C -0.02 6.04 2.10
O 0.37 7.29 2.41
C 0.89 7.65 3.70
C 2.38 7.40 3.81
C 0.34 4.90 3.02
H 0.32 7.15 4.49
H 0.68 8.71 3.79
H 2.61 6.34 3.71
H 2.75 7.74 4.77
H 2.90 7.93 3.02
H 1.28 4.46 2.69
H -0.44 4.14 2.93
H 0.42 5.17 4.07
O 3.42 -4.50 -2.59
C 2.50 -5.26 -2.77
O 2.74 -6.56 -2.90
C 1.71 -7.56 -2.92
C 1.15 -7.77 -4.31
C 1.08 -4.75 -2.95
H 0.93 -7.33 -2.19
H 2.20 -8.47 -2.58
H 0.67 -6.88 -4.69
H 0.42 -8.58 -4.31
H 1.96 -8.03 -5.00
H 0.94 -4.47 -3.99
H 0.96 -3.86 -2.33
H 0.31 -5.45 -2.65
O -1.88 -0.49 1.39
C -2.86 -0.69 0.71
O -3.51 0.35 0.20
C -4.55 0.24 -0.78
C -5.90 0.00 -0.16
C -3.39 -2.09 0.47
H -4.29 -0.51 -1.53
H -4.55 1.20 -1.30
H -5.94 -0.95 0.38
H -6.68 -0.01 -0.92
H -6.13 0.79 0.56
H -4.04 -2.35 1.30
H -2.54 -2.77 0.46
H -3.93 -2.20 -0.46
*
```

Results
LUMO energy (Ha): -0.0783
Orbital gap (eV): 9.57
F_max (Eh/bohr): 0.022

10 unconnected molecules or ions with the total composition C25H45N5O20 at a distorted geometry, computed with ωB97M-V with the def2-TZVPD basis set.

```
! wB97M-V def2-TZVPD RIJCOSX def2/J DEFGRID3
* xyz 0 1
C 4.26 -0.52 -3.89
N 3.58 -1.75 -4.28
O 2.38 -1.85 -4.32
O 4.36 -2.64 -4.56
H 4.46 0.10 -4.77
H 5.28 -0.85 -3.50
H 3.78 0.04 -3.05
C -2.16 3.80 0.76
N -2.34 2.73 1.73
O -2.94 3.03 2.72
O -1.99 1.60 1.38
H -1.86 3.35 -0.24
H -1.39 4.49 1.15
H -3.05 4.40 0.85
C 0.95 2.20 -0.83
N 0.13 2.80 -1.97
O -0.04 4.02 -2.02
O -0.37 1.97 -2.74
H 0.22 2.07 -0.05
H 1.81 2.86 -0.66
H 1.30 1.21 -1.09
C -0.53 -6.77 0.62
N 0.68 -5.89 0.65
O 1.79 -6.35 0.52
O 0.46 -4.68 0.78
H -0.75 -7.05 -0.39
H -1.31 -6.16 1.11
H -0.26 -7.74 1.06
C -0.68 -0.97 -4.41
N -1.39 -2.13 -3.69
O -0.97 -3.25 -3.83
O -2.25 -1.81 -2.90
H -1.36 -0.59 -5.18
H 0.14 -1.42 -4.95
H -0.45 -0.24 -3.64
O -3.17 -4.73 2.16
C -3.46 -3.57 2.16
C -2.92 -2.48 3.10
C -3.54 -1.19 2.58
C -4.70 -1.68 1.73
O -4.32 -3.00 1.27
H -3.27 -2.85 4.09
H -1.89 -2.49 3.12
H -3.83 -0.50 3.40
H -2.79 -0.60 2.08
H -5.64 -1.83 2.29
H -4.89 -1.17 0.80
O -4.83 3.15 -0.27
C -4.52 2.38 -1.10
C -4.24 2.54 -2.59
C -4.16 1.18 -3.13
C -3.85 0.34 -1.90
O -4.31 1.09 -0.76
H -5.07 3.17 -2.98
H -3.35 3.09 -2.76
H -5.09 0.86 -3.65
H -3.37 1.16 -3.90
H -4.34 -0.63 -1.93
H -2.80 0.18 -1.78
O 4.87 0.89 -1.16
C 4.98 1.85 -0.48
C 6.13 2.03 0.52
C 5.91 3.50 1.04
C 4.50 3.86 0.52
O 4.23 2.95 -0.57
H 6.06 1.25 1.30
H 7.10 1.87 0.08
H 6.02 3.60 2.15
H 6.66 4.14 0.67
H 3.69 3.73 1.22
H 4.53 4.90 0.21
O -0.33 -1.18 1.73
C 0.45 -1.45 0.89
C 0.20 -2.02 -0.51
C 1.61 -2.24 -1.07
C 2.52 -1.44 -0.17
O 1.83 -1.19 1.02
H -0.53 -2.87 -0.42
H -0.29 -1.14 -0.93
H 1.88 -3.33 -1.01
H 1.77 -1.90 -2.06
H 3.39 -2.01 0.20
H 2.81 -0.49 -0.68
O 2.03 2.27 2.23
C 1.25 1.96 3.10
C 1.28 0.69 3.94
C -0.09 0.65 4.54
C -0.57 2.11 4.53
O 0.19 2.75 3.44
H 1.44 -0.15 3.33
H 2.09 0.82 4.68
H -0.77 0.06 3.86
H -0.15 0.24 5.56
H -1.63 2.28 4.41
H -0.23 2.60 5.45
*
```

Results
LUMO energy (Ha): -0.0072
SMILES string: C[N+](=O)[O-].C[N+](=O)[O-].C[N+](=O)[O-].C[N+](=O)[O-].C[N+](=O)[O-].O=C1CCCO1.O=C1CCCO1.O=C1CCCO1.O=C1CCCO1.O=C1CCCO1
Orbital gap (eV): 9.63
F_max (Eh/bohr): 0.058

A molecular structure, C25H45NP2SV at a distorted geometry, computed with ωB97M-V with the def2-TZVPD basis set.

```
! wB97M-V def2-TZVPD RIJCOSX def2/J DEFGRID3
* xyz 1 3
V 0.41 -0.26 -0.08
C 2.14 -0.79 0.98
C 1.89 -1.71 -0.09
C 2.15 0.40 -1.02
C 2.35 0.50 0.40
C 1.89 -0.98 -1.33
C 2.39 -1.16 2.40
H 1.79 -2.02 2.72
H 2.17 -0.31 3.07
H 3.45 -1.44 2.55
C 2.93 1.69 1.10
H 3.02 1.50 2.18
H 2.35 2.61 0.94
H 3.95 1.89 0.74
C 2.41 1.47 -2.02
H 3.41 1.36 -2.45
H 2.35 2.46 -1.55
H 1.69 1.43 -2.85
C 1.77 -1.56 -2.69
H 2.68 -2.11 -2.97
H 1.61 -0.78 -3.44
H 0.93 -2.27 -2.73
C 2.00 -3.18 0.06
H 3.05 -3.50 0.15
H 1.57 -3.70 -0.80
H 1.47 -3.52 0.96
C -2.24 -2.18 0.67
C -1.15 -2.84 1.12
C -1.06 -4.34 1.01
C -0.71 -4.91 -0.38
C -0.69 -3.92 -1.51
C -1.80 -3.29 -1.92
C -3.14 -3.58 -1.30
C -3.41 -2.90 0.06
H -2.01 -4.80 1.32
H -1.44 -5.71 -0.61
H -0.30 -4.70 1.72
H -3.77 -3.68 0.74
H -2.40 -1.12 0.88
H -0.44 -2.37 1.80
H -4.25 -2.21 -0.07
H -3.92 -3.27 -2.01
H -1.84 -2.75 -2.86
H -3.26 -4.67 -1.16
H 0.27 -5.41 -0.32
H 0.19 -3.96 -2.17
P -0.78 0.48 2.46
C 0.11 1.82 3.34
H -0.47 2.09 4.23
H 0.24 2.70 2.70
H 1.10 1.46 3.65
C -2.39 1.30 2.10
H -2.75 1.81 3.00
H -3.13 0.56 1.77
H -2.26 2.04 1.30
C -1.19 -0.66 3.82
H -1.91 -1.41 3.46
H -1.62 -0.10 4.66
H -0.27 -1.17 4.14
P -1.47 0.38 -2.16
C -1.31 -0.36 -3.82
H -2.22 -0.18 -4.41
H -1.11 -1.44 -3.75
H -0.44 0.10 -4.32
C -3.15 0.00 -1.55
H -3.27 -1.08 -1.44
H -3.92 0.39 -2.23
H -3.29 0.46 -0.56
C -1.66 2.14 -2.63
H -2.36 2.20 -3.48
H -0.69 2.54 -2.93
H -2.04 2.74 -1.80
S 0.43 4.42 0.12
C 0.05 2.89 0.02
N -0.28 1.72 -0.01
*
```

Results
LUMO energy (alpha / beta) (Ha): -0.1327 / -0.1090
Orbital gap (alpha / beta) (eV): 7.21 / 7.94
F_max (Eh/bohr): 0.153

A molecular structure, C25H46Cl2CoN3O6Si at a distorted geometry, computed with ωB97M-V with the def2-TZVPD basis set.

```
! wB97M-V def2-TZVPD RIJCOSX def2/J DEFGRID3
* xyz -1 4
C -1.38 -0.42 -3.54
C -0.91 -1.69 -2.92
H -0.99 -0.31 -4.56
H -1.07 0.45 -2.93
H -2.48 -0.40 -3.59
C -0.37 -2.72 -3.59
C -0.17 -2.78 -5.06
H -0.07 -3.62 -3.06
H -0.31 -1.81 -5.56
H -0.85 -3.50 -5.52
H 0.84 -3.14 -5.28
Co 0.01 0.51 0.38
Cl -0.74 2.00 -0.93
C -0.35 -2.37 2.27
O 0.33 -1.35 2.07
N 0.07 -3.43 2.98
C 1.41 -3.45 3.54
C -0.81 -4.54 3.34
H -1.39 -2.47 1.88
H 1.92 -2.52 3.28
H 1.97 -4.31 3.14
H 1.35 -3.56 4.63
H -1.82 -4.36 2.94
H -0.86 -4.63 4.43
H -0.43 -5.48 2.93
H 0.74 2.85 5.17
H -0.85 4.62 4.68
C 1.17 2.93 4.17
C -0.53 4.67 3.63
N 0.13 3.41 3.27
H 1.53 1.96 3.80
C -0.10 2.77 2.13
O 0.52 1.70 1.86
H -1.39 4.84 2.99
H -0.86 3.19 1.45
H 1.98 3.66 4.20
H 0.17 5.52 3.54
H 1.55 0.06 -3.00
H 2.44 -2.65 -2.47
C 2.52 0.25 -2.51
C 3.28 -2.07 -2.05
N 2.82 -0.79 -1.53
H 2.50 1.23 -2.02
C 2.50 -0.64 -0.25
O 1.96 0.40 0.21
H 3.73 -2.63 -1.23
H 2.69 -1.51 0.40
H 3.31 0.23 -3.27
H 4.01 -1.89 -2.84
O -0.12 -0.89 -0.86
C -1.08 -1.72 -1.40
C 0.27 -3.69 -0.59
C -0.98 -3.12 -0.79
H 1.15 -3.07 -0.80
C 0.36 -5.02 -0.14
H -2.09 -1.32 -1.20
C -2.15 -3.82 -0.48
H 1.35 -5.46 0.02
C -0.80 -5.76 0.09
C -2.06 -5.15 -0.06
H -3.11 -3.31 -0.59
H -0.74 -6.80 0.43
H -2.97 -5.71 0.17
Si -0.22 5.49 -2.04
Cl -0.45 3.88 -3.38
C 1.61 5.58 -1.64
C -1.27 5.25 -0.51
C -0.84 6.96 -3.03
H 2.04 4.58 -1.48
H 1.76 6.17 -0.72
H 2.17 6.07 -2.44
H -0.17 7.20 -3.87
H -0.90 7.84 -2.38
H -1.84 6.76 -3.45
H -1.04 4.26 -0.10
H -2.34 5.26 -0.73
H -1.05 5.99 0.27
C -1.74 0.34 3.68
O -2.06 0.86 2.35
C -1.81 0.13 1.27
O -2.54 -0.72 0.78
H -0.67 0.14 3.80
H -2.35 -0.56 3.86
H -2.04 1.15 4.34
*
```

Results
LUMO energy (alpha / beta) (Ha): 0.0943 / 0.0942
Orbital gap (alpha / beta) (eV): 4.19 / 5.49
F_max (Eh/bohr): 0.090